Density functional theory data (wB97M-V/def2-TZVPD) for C37H90N6NiO15 as an isolated structure in a non-equilibrium geometry.

The spin multiplicity is 3. The calculation puts the LUMO energy (alpha / beta) at -0.511 / -0.446 eV. Its orbital gap (alpha / beta) is 7.6390 / 7.6499 eV.

The geometry in XYZ format:
```
149
Properties=species:S:1:pos:R:3:forces:R:3:mulliken_spin:R:1
Ni 1.7961 -21.3247 11.0717 0.5 -0.4 -0.2 0.964
C 3.7968 -21.1399 13.1737 -7.6 -2.5 -4.0 0.008
O 3.0212 -22.1140 13.2324 -1.1 -6.8 5.4 0.202
O 3.1198 -20.1310 13.1578 -2.0 9.5 5.0 0.397
O 4.2354 -21.1488 12.0563 9.9 -0.2 -7.4 0.421
C 7.9229 -20.0122 5.7164 -1.3 1.2 -0.3 0.000
O 7.8545 -21.3415 6.1432 1.5 0.2 1.0 0.000
C 8.6969 -21.5485 7.2829 -2.0 -1.7 1.8 0.000
C 7.9068 -21.3749 8.6391 0.9 0.7 -1.3 0.000
N 7.5794 -19.9618 8.8746 0.3 -1.0 0.5 0.000
C 8.7871 -19.2122 9.2347 -0.4 1.0 -1.2 0.000
C 8.3640 -17.7669 9.5527 0.7 -0.9 0.1 0.000
O 9.4958 -16.9339 9.7934 -1.1 -0.8 1.3 0.000
C 9.0744 -15.7418 10.4473 1.2 0.8 -0.8 0.000
H 7.2076 -19.9226 4.8988 0.6 -0.1 -0.6 0.000
H 8.9166 -19.6176 5.5047 0.3 -0.5 -0.5 0.000
H 7.5081 -19.2782 6.4072 0.0 -0.3 0.8 0.000
H 9.6899 -21.0997 7.3094 -0.2 0.5 -0.5 0.000
H 8.8405 -22.6212 7.4129 0.4 -0.3 -1.0 0.000
H 8.5433 -21.8484 9.3866 0.5 0.4 0.6 0.000
H 7.0720 -22.0757 8.6482 -0.6 0.6 -0.4 0.000
H 6.8492 -19.9000 9.5696 0.1 0.2 0.3 0.000
H 9.4226 -19.1925 8.3493 0.0 0.1 -0.2 0.000
H 9.4393 -19.6444 9.9936 -0.3 -0.1 0.6 0.000
H 7.7302 -17.8809 10.4322 -0.1 0.5 0.3 0.000
H 7.7706 -17.3401 8.7441 -0.2 -0.1 -0.2 0.000
H 8.2988 -15.7430 11.2131 -0.4 -0.9 -0.3 0.000
H 8.8104 -15.0857 9.6179 -0.4 0.6 0.4 0.000
H 9.9369 -15.3235 10.9662 0.2 0.0 -0.2 0.000
C -5.3857 -23.0644 12.2106 0.7 -0.2 -0.5 0.000
O -3.9688 -23.0889 12.0318 -0.8 0.1 -0.1 0.000
C -3.2388 -22.7017 13.1538 1.7 1.2 -0.2 -0.001
C -1.7394 -22.5427 12.6547 -1.3 -0.2 0.5 0.000
N -1.5989 -22.0312 11.2430 -0.7 0.2 1.5 0.004
C -2.3798 -20.7566 11.0381 -0.8 -0.7 0.5 0.000
C -3.3469 -20.7940 9.7973 2.6 -1.0 1.2 0.000
O -2.5602 -21.3103 8.7238 -1.7 1.1 -2.3 0.000
C -3.3413 -21.3904 7.4579 0.5 0.1 0.8 0.000
H -5.7965 -23.5501 11.3255 -0.1 -0.7 0.4 0.000
H -5.8644 -22.0887 12.1272 0.5 0.6 0.6 0.000
H -5.5688 -23.5291 13.1795 -0.7 -0.2 -0.2 0.000
H -3.2365 -23.3984 13.9921 -0.2 -0.6 -0.1 0.000
H -3.5650 -21.7632 13.6020 -0.5 0.3 -0.3 0.000
H -1.3811 -23.5542 12.8459 0.7 -0.1 -1.1 0.000
H -1.1907 -21.9620 13.3963 0.0 0.5 -0.3 -0.002
H -2.1011 -22.7259 10.7087 0.2 -0.1 -0.4 -0.001
H -1.7316 -19.8971 11.2088 0.4 0.1 -1.2 0.000
H -3.0814 -20.5493 11.8461 -0.3 -0.5 0.4 0.000
H -3.7278 -19.7756 9.7205 -0.3 0.0 -0.7 0.000
H -4.0999 -21.5624 9.9723 -0.5 0.4 0.4 0.000
H -4.1710 -20.7023 7.2954 0.1 0.8 0.9 0.000
H -3.8803 -22.3336 7.3691 0.7 -0.5 0.0 0.000
H -2.6777 -21.1526 6.6266 0.2 -0.6 0.1 0.000
C -1.0464 -17.1216 6.8243 1.7 0.8 -0.9 0.000
O 0.1905 -17.8585 7.0084 -1.2 0.9 1.5 0.000
C 0.7756 -17.6785 8.3377 0.8 -2.4 -0.2 0.000
C 1.9660 -18.7150 8.2476 -1.1 1.6 -0.9 -0.001
N 1.4227 -20.0829 8.2488 0.9 0.7 0.4 0.003
C 2.3788 -20.9422 7.5110 0.1 2.0 0.9 -0.001
C 1.9867 -22.3339 7.7156 0.9 -0.3 -1.4 0.003
O 1.9819 -22.6325 9.0904 -0.4 0.5 -1.8 0.007
C 1.8269 -24.0129 9.1809 -0.4 -1.1 3.5 0.000
H -0.8173 -16.0726 7.0117 -0.2 0.2 0.7 0.000
H -1.9410 -17.4346 7.3626 0.3 -0.4 0.1 0.000
H -1.1905 -17.0571 5.7458 -0.4 -0.7 0.0 0.000
H 0.1520 -18.0872 9.1328 -0.7 0.2 -0.1 -0.001
H 1.0488 -16.6662 8.6354 0.1 0.2 -0.6 0.000
H 2.8144 -18.5064 8.8994 -0.2 -0.3 0.3 0.000
H 2.2454 -18.5197 7.2123 0.9 0.2 -0.1 0.000
H 0.6799 -19.9548 7.5766 -0.8 -0.3 0.2 -0.001
H 3.3785 -20.7698 7.9099 0.1 -0.1 0.3 -0.001
H 2.4279 -20.5540 6.4937 0.0 -0.7 -0.5 0.000
H 2.7425 -22.9601 7.2415 0.2 -0.3 0.0 0.001
H 1.0790 -22.5721 7.1611 -0.7 -0.1 0.6 0.000
H 0.9297 -24.5059 8.8065 -0.3 0.8 -0.6 0.000
H 1.6993 -23.9735 10.2627 0.1 -1.7 0.4 -0.001
H 2.6676 -24.6595 8.9293 0.4 0.6 -0.3 0.000
C 11.8908 -29.8977 16.4599 -1.1 0.6 0.6 0.000
O 10.8772 -28.8522 16.7389 1.0 -0.8 -0.1 0.000
C 10.2479 -28.1932 15.6101 1.9 -1.6 0.4 0.000
C 8.9504 -27.5492 15.9744 -1.8 1.3 -0.6 0.000
N 8.6026 -26.5145 14.9610 -0.2 -1.2 -1.3 0.000
C 9.5094 -25.3666 14.9067 -1.8 -0.4 0.2 0.000
C 8.7212 -24.1563 14.2865 0.6 0.1 0.5 0.001
O 9.2939 -23.0288 14.9113 -0.8 3.1 -0.6 0.000
C 8.5113 -21.7266 14.7213 1.0 -1.8 0.4 0.000
H 12.7445 -29.5926 15.8548 -0.3 0.4 -0.3 0.000
H 11.4722 -30.8287 16.0775 -0.5 0.3 -0.6 0.000
H 12.3070 -30.2545 17.4020 -0.2 0.7 0.4 0.000
H 10.0450 -28.9786 14.8821 -0.4 0.0 -0.3 0.000
H 10.9832 -27.5711 15.0998 0.0 0.5 0.3 0.000
H 8.6776 -27.0366 16.8968 1.6 -0.3 1.0 0.000
H 8.2213 -28.3594 15.9885 -0.3 0.1 -0.5 0.000
H 7.6729 -26.1566 15.1273 -0.1 -0.3 0.1 0.000
H 10.4209 -25.6380 14.3742 -0.1 0.4 -0.2 0.000
H 9.7447 -25.2097 15.9594 0.5 1.1 0.0 0.000
H 7.6396 -24.1094 14.4137 -0.4 -0.8 1.0 0.000
H 8.7124 -24.1127 13.1974 1.0 0.0 -0.4 0.000
H 7.6378 -21.7792 15.3711 -0.2 -0.1 -0.2 0.000
H 8.2495 -21.5095 13.6857 -0.2 -0.6 -0.1 -0.001
H 9.0906 -20.8557 15.0278 0.5 -0.5 0.3 0.000
C 5.0889 -11.3536 12.3957 0.7 3.1 -1.1 0.000
O 4.7970 -12.2881 13.2934 -1.4 -2.6 1.8 0.000
C 3.7712 -13.1825 12.8795 0.7 -1.8 0.5 0.000
C 4.0534 -14.5331 13.6212 -0.3 1.4 -1.6 0.000
N 2.9634 -15.4915 13.3403 0.9 0.2 0.4 0.000
C 1.8796 -15.4327 14.3118 0.1 -0.9 0.6 0.000
C 2.3977 -15.7957 15.7726 -1.8 1.2 -0.2 0.000
O 2.3454 -14.6074 16.5485 2.4 2.3 0.9 0.000
C 3.5353 -14.3718 17.3986 -1.0 -1.4 -0.7 0.000
H 5.3243 -11.6655 11.3782 0.0 -0.6 -0.2 0.000
H 5.9541 -10.8067 12.7705 0.1 0.1 -0.1 0.000
H 4.2824 -10.6226 12.3379 -0.2 0.3 -0.3 0.000
H 3.9134 -13.3621 11.8138 -0.2 -0.1 -0.2 0.000
H 2.7165 -12.9705 13.0544 0.1 1.1 0.2 0.000
H 4.2611 -14.2953 14.6644 -0.1 -0.2 0.2 0.000
H 4.9840 -14.8081 13.1247 0.0 -0.8 0.4 0.000
H 3.3697 -16.4046 13.4863 0.1 -0.3 -0.5 -0.001
H 1.1125 -16.1366 13.9889 0.2 -0.4 0.1 0.000
H 1.3453 -14.4896 14.1971 0.4 0.3 0.8 0.000
H 3.3656 -16.2924 15.7055 0.2 0.2 0.1 0.000
H 1.7241 -16.3756 16.4036 -0.2 -1.1 -0.9 0.000
H 3.5574 -15.2556 18.0362 0.4 0.1 0.5 0.000
H 3.5143 -13.4653 18.0035 -0.8 0.0 -0.3 0.000
H 4.4740 -14.3367 16.8458 -0.1 -0.1 -0.4 0.000
C 1.5820 -28.5172 19.4126 -1.1 -0.8 -2.3 0.000
O 1.8947 -28.0126 18.0625 -0.1 -0.2 2.3 0.000
C 3.0354 -27.2094 18.0138 -0.1 0.1 -1.2 0.000
C 2.7555 -26.2852 16.8497 0.5 1.5 -0.6 0.000
N 3.7544 -25.2028 16.6861 1.2 -0.9 0.8 0.000
C 4.0111 -24.5497 18.0050 -2.0 0.8 -0.8 0.000
C 4.4619 -23.0801 17.8545 0.1 -1.0 0.0 0.002
O 4.3770 -22.4170 19.0880 -0.2 1.5 0.5 0.000
C 4.6044 -20.9824 18.9364 -0.1 -1.0 -0.5 0.000
H 0.7048 -27.9696 19.7572 0.1 0.0 0.3 0.000
H 2.3231 -28.6234 20.2048 0.6 0.5 -0.5 0.000
H 1.3025 -29.5149 19.0739 -0.4 -0.3 1.0 0.000
H 3.8854 -27.8744 17.8609 0.5 0.3 0.0 0.000
H 3.1745 -26.5777 18.8912 -0.1 -0.4 0.3 0.000
H 1.7972 -25.8033 17.0435 -0.4 -0.1 0.5 0.000
H 2.6000 -26.7349 15.8690 0.4 -0.6 0.2 0.000
H 3.3314 -24.5532 16.0386 0.3 0.4 0.1 -0.001
H 4.4944 -25.1623 18.7661 1.0 0.1 -0.7 0.000
H 3.0065 -24.5183 18.4269 -0.4 0.7 0.6 0.000
H 3.7999 -22.5966 17.1361 -0.1 0.0 -0.3 -0.002
H 5.4769 -23.0312 17.4601 0.3 0.0 -0.1 0.000
H 4.3655 -20.4115 19.8337 0.4 -0.6 0.3 0.000
H 3.9661 -20.5249 18.1805 -0.3 -0.4 -0.4 0.000
H 5.6292 -20.8496 18.5896 0.2 0.3 0.3 0.000
```
Positions in Å, forces in eV/Å.